ORCA calculation (ωB97M-V/def2-TZVPD) on the ion C6H11N with charge +1.

CARTESIAN COORDINATES (ANGSTROEM)
C  -0.662  -1.986  -0.961
C  -1.594  -0.771  -1.070
C  -1.147  0.587  -0.450
C  0.334  0.793  -0.381
C  1.061  0.374  0.712
N  2.289  0.816  1.140
C  2.390  1.700  2.051
H  -1.092  -2.854  -1.427
H  0.298  -1.734  -1.467
H  -0.420  -2.153  0.084
H  -1.945  -0.604  -2.104
H  -2.560  -0.980  -0.608
H  -1.508  1.363  -1.115
H  -1.616  0.774  0.515
H  0.797  0.695  -1.388
H  0.528  -0.186  1.477
H  1.579  2.401  2.257
H  3.268  1.764  2.736

Atomic forces in eV per Å
C 0.8 1.7 -0.1
C -1.0 -0.4 -0.7
C 0.4 0.7 0.4
C -0.2 -2.8 -2.2
C 0.7 1.6 1.1
N -2.0 -0.2 0.5
C 1.2 -0.2 0.6
H -0.1 -0.3 0.0
H -0.5 -0.5 0.2
H -0.1 -0.4 0.1
H 0.8 0.0 0.2
H 0.1 -0.1 0.4
H -0.2 0.2 -0.1
H 0.1 -0.2 0.1
H 0.2 1.2 0.7
H 0.1 -0.2 0.0
H -0.1 -0.3 0.0
H -0.3 0.1 -1.2

The value obtained for the relative energy (zero: lowest compared OMol25 entry of this formula, charge and spin) is 2.449 eV. Its expectation value of S² is 0.764. The spin multiplicity is 2. The net charge is +1. As for the molar mass: 97.2 g/mol.



ORCA calculation (ωB97M-V/def2-TZVPD) on a structure of composition C3H16GaN4O8P2.

CARTESIAN COORDINATES (ANGSTROEM)
O  4.431  0.147  1.491
P  2.981  0.242  1.250
O  2.191  0.998  2.426
O  2.723  1.103  -0.097
C  2.011  -1.229  1.114
Ga  0.269  -1.012  0.079
P  -1.087  0.529  1.344
O  -0.358  1.748  1.829
O  -2.431  0.981  0.488
O  -1.990  -0.138  2.536
H  1.529  1.665  2.194
H  1.815  1.412  -0.200
H  2.574  -1.977  0.545
H  1.866  -1.589  2.136
H  0.434  -0.290  -1.327
H  -0.512  -2.388  0.039
H  -2.114  1.253  -0.380
H  -1.393  -0.475  3.211
C  2.402  -4.020  -2.374
O  1.449  -3.356  -2.028
N  3.353  -3.548  -3.243
N  2.616  -5.298  -1.917
H  4.162  -4.070  -3.517
H  3.241  -2.602  -3.556
H  1.947  -5.656  -1.261
H  3.408  -5.854  -2.173
C  -4.570  4.630  0.409
O  -4.892  5.696  0.914
N  -3.866  3.668  1.051
N  -4.914  4.323  -0.888
H  -3.590  2.796  0.632
H  -3.582  3.842  1.998
H  -5.433  5.010  -1.399
H  -4.669  3.456  -1.327

Atomic forces in eV per Å
O -0.1 -0.2 0.0
P -0.4 0.3 0.2
O 0.9 0.2 0.1
O 0.2 0.3 0.2
C 0.3 -0.1 -0.4
Ga 0.0 -0.6 0.0
P 0.0 0.3 0.2
O -0.1 0.0 -0.1
O 0.1 0.0 -0.2
O 0.1 0.0 -0.1
H -0.5 -0.2 -0.1
H -0.1 -0.2 -0.1
H -0.1 0.0 0.1
H -0.1 -0.1 -0.1
H -0.1 0.2 0.1
H -0.1 0.1 0.1
H 0.0 -0.1 -0.1
H 0.0 0.0 0.1
C 0.1 0.1 0.1
O 0.0 -0.1 -0.1
N -0.1 0.0 -0.1
N -0.1 0.0 -0.1
H 0.0 0.0 0.0
H 0.0 0.0 0.0
H 0.0 0.0 0.0
H 0.0 0.0 0.0
C 0.0 0.0 -0.1
O 0.0 0.0 0.0
N -0.1 0.0 0.0
N 0.0 0.0 0.0
H 0.1 0.0 0.2
H 0.0 0.0 0.0
H 0.0 0.0 0.0
H 0.0 0.0 0.0

As for the energy: -96673.7798 eV. The net charge is -1. As for the molar mass: 367.9 g/mol.



ORCA calculation (ωB97M-V/def2-TZVPD) on a cluster of 4 separate species, C3H14NO3 in total.

CARTESIAN COORDINATES (ANGSTROEM)
C  0.783  -3.147  -0.764
C  0.975  -1.715  -0.403
C  0.016  -0.814  -0.472
N  0.092  0.520  0.079
H  -0.229  -3.357  -1.081
H  1.282  -3.286  -1.734
H  1.161  -3.901  -0.085
H  1.944  -1.532  0.058
H  -0.925  -1.208  -0.707
H  1.009  0.852  0.394
H  -0.203  1.201  -0.647
H  -0.521  0.748  0.872
H  2.120  3.004  2.130
H  2.125  1.665  2.758
O  1.857  2.097  1.935
H  -3.328  -0.771  1.300
H  -3.999  0.552  0.924
O  -3.142  0.135  1.029
H  -0.871  2.911  -2.444
H  0.364  3.226  -1.589
O  -0.511  2.820  -1.556

Atomic forces in eV per Å
C -0.1 0.2 -2.0
C 0.7 -0.4 1.2
C 0.9 -1.1 1.1
N -0.1 1.5 -0.4
H -0.6 -0.1 0.5
H 0.5 -0.2 0.3
H 0.0 0.2 0.3
H 0.0 0.5 -0.2
H -1.6 0.4 -0.5
H 0.3 -0.4 0.0
H 0.0 0.2 0.0
H -0.3 -0.7 -0.1
H -0.1 0.2 -0.4
H -0.1 -0.3 -0.2
O 0.1 0.0 0.4
H -0.1 0.1 0.0
H -0.2 0.1 0.0
O 0.5 -0.2 -0.1
H -0.1 0.0 -0.1
H -0.1 0.2 -0.1
O 0.3 -0.3 0.2

The value obtained for the relative energy (zero: lowest compared OMol25 entry of this formula, charge and spin) is 0.794 eV. The net charge is +1. As for the molar mass: 112.1 g/mol.